(1)
Formula: C2H5N2
Source: the Open Molecules 2025 dataset
Level of theory: wB97M-V/def2-TZVPD

Summary:
relative energy (zero: lowest compared OMol25 entry of this formula, charge and spin)	31.52	kJ/mol
charge	+1
LUMO	-4.4209	eV
HOMO energy	-16.43	eV
frontier orbital gap	12.005	eV
E_tot	-5126.720	eV

Each line ends with the Mulliken charge.
Positions of all 9 atoms, in Å:
C: 0.07 1.09 -0.03  0.175
C: -0.12 -0.92 0.05  -0.204
N: 0.94 0.11 -0.11  -0.229
N: -0.94 0.25 0.10  -0.184
H: 0.31 2.22 -0.13  0.350
H: -0.22 -1.44 -0.86  0.286
H: -0.05 -1.56 0.90  0.304
H: 1.89 -0.08 0.20  0.282
H: -1.87 0.34 -0.12  0.219

---

(2)
Formula: C2H5N2
Source: the Open Molecules 2025 dataset
Level of theory: wB97M-V/def2-TZVPD

Summary:
relative energy (zero: lowest compared OMol25 entry of this formula, charge and spin)	388.90	kJ/mol
charge	+1
LUMO (spin up / spin down)	-5.8787 / -5.7789	eV
HOMO energy (spin up / spin down)	-15.43 / -15.25	eV
frontier orbital gap (spin up / spin down)	9.555 / 9.470	eV
E_tot	-5123.016	eV

Each line ends with the Mulliken charge.
Positions of all 9 atoms, in Å:
C: -0.05 0.36 -0.43  0.204
C: 1.07 -0.01 0.42  -0.005
N: 0.26 -1.03 1.00  -0.476
N: -1.12 0.39 -1.02  -0.176
H: 1.94 -0.30 -0.33  0.267
H: 1.39 0.72 1.25  0.306
H: -0.36 -0.93 1.76  0.266
H: -1.38 1.11 -1.74  0.317
H: -1.75 -0.32 -0.90  0.296

---

(3)
Formula: C2H5N2
Source: the Open Molecules 2025 dataset
Level of theory: wB97M-V/def2-TZVPD

Summary:
SMILES	C=[N+]=NC
relative energy (zero: lowest compared OMol25 entry of this formula, charge and spin)	350.45	kJ/mol
charge	+1
LUMO	-6.7587	eV
HOMO energy	-16.37	eV
frontier orbital gap	9.607	eV
E_tot	-5123.415	eV

Each line ends with the Mulliken charge.
Positions of all 9 atoms, in Å:
C: 2.05 0.09 -0.15  -0.146
N: 0.85 -0.07 0.20  0.210
N: -0.41 -0.50 0.33  -0.142
C: -1.65 0.00 0.03  -0.467
H: 2.16 -0.42 -1.01  0.311
H: 2.83 0.47 0.60  0.291
H: -2.10 0.57 0.83  0.309
H: -2.15 -0.95 -0.05  0.301
H: -1.59 0.81 -0.78  0.333

---

(4)
Formula: C2H5N2O
Source: the Open Molecules 2025 dataset
Level of theory: wB97M-V/def2-TZVPD

Summary:
SMILES	[NH2+]=C1CON1
relative energy (zero: lowest compared OMol25 entry of this formula, charge and spin)	342.53	kJ/mol
charge	+1
LUMO	-4.2756	eV
HOMO energy	-14.82	eV
frontier orbital gap	10.544	eV
E_tot	-7172.482	eV

Each line ends with the Mulliken charge.
Positions of all 10 atoms, in Å:
N: -1.30 -0.31 -0.05  -0.332
C: 0.03 -0.27 0.05  0.349
C: 1.05 0.86 0.01  -0.143
O: 1.98 -0.17 -0.09  -0.219
N: 1.08 -1.16 0.07  0.040
H: -1.88 0.47 0.10  0.259
H: -1.94 -1.04 -0.09  0.216
H: 1.08 1.56 -0.81  0.317
H: 1.09 1.23 1.01  0.254
H: 1.28 -2.13 0.24  0.259